# 1
Entry from the Open Molecules 2025 dataset: an isolated molecule of C8H9NO2S (ωB97M-V with the def2-TZVPD basis set).

Kohn-Sham gap (eV): 8.77
Energy relative to the best compared isomer or geometry (same formula, charge and spin) (eV): 3.5846
Calculated total energy (eV): -24858.7306
HOMO (eV): -8.26

Geometry (Å):
C -2.891574 -0.828768 1.352949
C -1.514912 -1.328196 0.753132
C 0.213792 0.240602 -0.325831
C 0.793006 1.529812 -0.492610
C 2.039721 1.855241 -1.183352
C 2.705682 0.796987 -1.735555
C 2.171187 -0.430491 -1.543722
C 0.939950 -0.815336 -1.016918
H -3.562618 -0.456572 0.511319
H -3.114429 -1.704345 1.917886
H -1.774882 -2.228226 -0.077449
H -0.849731 -1.836440 1.582292
H 0.355378 2.315197 0.155428
H 2.180823 2.982185 -1.434060
H 3.505599 1.038192 -2.293977
H 2.671075 -1.252167 -1.970266
H 0.766512 -1.884821 -0.935763
N -0.967601 0.005142 0.306279
O 0.075440 0.738533 2.417136
O -2.518455 0.160020 2.280426
S -1.223962 1.103450 1.732655

Forces on the atoms, in the same order (eV/Å):
2.38 -1.17 -1.65
-0.34 -1.04 -0.84
2.99 -0.79 -2.60
0.58 0.70 0.96
-3.73 1.25 0.64
-2.08 1.64 1.65
-1.07 -2.47 -0.66
0.46 2.26 1.73
0.58 -0.65 1.41
-1.64 -0.38 0.43
1.02 2.96 1.75
-1.22 1.09 -1.51
0.15 -0.17 -0.91
0.29 -2.26 0.80
2.96 -0.01 -1.86
0.93 -0.92 -0.56
-0.51 0.31 -0.03
-2.54 -0.28 1.37
-3.25 1.41 -0.20
0.93 1.60 -0.28
3.10 -3.08 0.36

***

# 2
Entry from the Open Molecules 2025 dataset: C14H26AsO3PPdS as an isolated structure (ωB97M-V with the def2-TZVPD basis set).

Kohn-Sham gap (eV): 5.21
Total charge: -2
Energy relative to the best compared isomer or geometry (same formula, charge and spin) (eV): 2.3235
Calculated total energy (eV): -105523.5296
HOMO (eV): 0.08

Geometry (Å):
Pd -0.166500 -0.165483 -0.226591
C -2.362005 -1.193616 -2.442826
O -2.153440 -2.218412 -1.513602
C -1.103874 -1.992428 -0.518454
O -0.940898 -2.992771 0.149943
H -2.200083 -1.563406 -3.464648
H -1.670472 -0.362657 -2.250639
H -3.389079 -0.813273 -2.372100
C -2.877798 2.782455 -2.346998
P -1.523191 2.226616 -1.191763
C -1.249535 3.839287 -0.339548
C -0.148896 2.308349 -2.411626
H -2.582825 3.656674 -2.940310
H -3.776483 3.029911 -1.776368
H -3.126849 1.962864 -3.024718
H -1.216280 4.672654 -1.050899
H -0.309190 3.779076 0.209315
H -2.037570 4.011572 0.395749
H -0.040796 3.324187 -2.811647
H -0.377994 1.630667 -3.238236
H 0.788178 1.956479 -1.967631
S 0.509039 1.408265 1.679399
C 0.123029 0.461667 3.101494
C 0.305944 1.002693 4.388347
C 0.021566 0.279954 5.537750
C -0.452104 -1.024312 5.457767
C -0.630949 -1.582193 4.193885
C -0.353969 -0.863395 3.042553
H 0.679959 2.017781 4.465919
H 0.176651 0.743297 6.508595
H -0.670078 -1.593175 6.355434
H -0.993383 -2.600399 4.094045
H -0.496792 -1.319078 2.069444
C 2.176896 -1.855456 0.746044
As 2.089195 -1.120276 -1.064420
C 1.207767 -2.163399 -2.470552
C 3.947847 -1.739734 -1.582278
O 2.301707 0.505691 -1.383249
H 3.174243 -2.267781 0.914300
H 1.401789 -2.612682 0.863899
H 1.965969 -1.026576 1.419363
H 1.958536 -2.440439 -3.214498
H 0.446820 -1.517624 -2.899210
H 0.722235 -3.043755 -2.052529
H 4.019652 -2.832848 -1.544345
H 4.677589 -1.303885 -0.897479
H 4.156434 -1.391107 -2.596070

Forces on the atoms, in the same order (eV/Å):
-0.31 -0.03 0.04
-0.03 0.04 0.01
0.08 -0.04 -0.02
0.04 0.24 -0.09
-0.01 -0.13 0.05
-0.01 -0.04 0.00
0.01 -0.02 0.00
0.00 0.02 0.00
0.01 0.06 0.02
-0.04 -0.05 -0.05
0.05 -0.01 -0.01
-0.02 0.06 -0.03
-0.01 0.00 0.00
0.01 -0.01 0.01
0.01 0.00 0.00
0.00 0.01 0.01
0.00 -0.02 0.01
-0.02 0.00 -0.02
0.01 0.00 -0.01
0.00 -0.02 0.01
-0.03 -0.01 0.04
0.00 -0.16 0.07
0.05 0.05 0.01
-0.03 0.01 0.05
0.03 0.06 -0.02
-0.01 -0.05 -0.01
0.00 0.01 0.02
0.03 0.07 0.06
0.00 0.00 0.00
0.00 0.00 0.00
-0.01 0.00 0.00
0.00 0.00 0.01
-0.04 0.01 -0.02
0.00 -0.14 -0.09
0.32 0.18 -0.08
0.09 -0.05 0.06
-0.17 -0.10 0.03
-0.07 0.02 -0.04
0.03 -0.04 0.05
-0.02 0.04 -0.05
0.06 0.02 -0.01
-0.01 -0.02 -0.04
0.00 0.00 -0.02
0.03 0.02 0.04
0.04 0.00 -0.01
-0.04 0.02 0.01
-0.02 0.00 0.02

***

# 3
Entry from the Open Molecules 2025 dataset: C58H69CdCl3GeN7OP2S as an isolated structure (ωB97M-V with the def2-TZVPD basis set).

Kohn-Sham gap (eV): 2.46
Total charge: -1
Calculated total energy (eV): -201804.4134
HOMO (eV): -0.79

Geometry (Å):
Cd -0.332710 0.097361 -0.703937
C 2.636005 1.127403 1.938334
P 0.973614 1.478171 1.249488
C 0.000020 1.707659 2.753241
N 0.698632 2.196999 3.816667
C -0.039329 2.482722 4.952233
C 0.586871 2.971977 6.104650
C -0.150821 3.284862 7.258839
C -1.513805 3.100056 7.273424
C -2.165493 2.605081 6.131763
C -1.458781 2.301947 4.968061
N -2.125078 1.822091 3.858406
C -1.369470 1.491817 2.787083
P -2.281924 0.762285 1.398555
C -3.730791 1.901511 1.342305
C -3.087951 -0.806446 2.143584
C -4.088592 -1.348916 1.113258
C -1.928103 -1.789333 2.319253
C -3.815166 -0.644409 3.476778
C 1.215225 3.246968 0.584372
C 1.704105 4.233795 1.645524
C 2.234288 3.181268 -0.552204
C -0.143742 3.695524 0.049720
H 2.834063 1.848234 2.729782
H 3.402754 1.152358 1.160714
H 2.608899 0.135783 2.383057
H 1.663523 3.107558 6.082217
H 0.356269 3.673103 8.137143
H -2.086310 3.334110 8.165648
H -3.237728 2.440205 6.134607
H -3.982821 2.157798 2.371467
H -4.577988 1.442478 0.828758
H -3.443456 2.805340 0.802354
H -3.705038 -1.240321 0.099209
H -5.035327 -0.808752 1.175422
H -4.296256 -2.408075 1.307413
H -1.398519 -1.943967 1.374151
H -2.288099 -2.758600 2.684931
H -1.212655 -1.392276 3.043162
H -4.694515 -0.005795 3.377359
H -3.171342 -0.197359 4.228122
H -4.146771 -1.632547 3.826803
H 2.752883 4.053066 1.890490
H 1.128920 4.155061 2.565515
H 1.617527 5.258067 1.261520
H 3.193498 2.793947 -0.202949
H 2.420389 4.182959 -0.954530
H 1.877378 2.535238 -1.355880
H -0.890745 3.663496 0.845899
H -0.485291 3.047666 -0.765534
H -0.090113 4.719524 -0.332239
C -0.570410 0.432587 -2.883713
Ge 0.411760 1.722173 -4.007841
C 0.283495 1.117468 -5.895453
C 0.158739 2.002413 -6.966139
C 0.185481 1.551919 -8.278702
C 0.338764 0.199338 -8.548505
C 0.471287 -0.695320 -7.494788
C 0.452359 -0.236531 -6.186727
C 2.352831 1.732828 -3.680862
C 3.194373 2.770460 -4.075647
C 4.566186 2.677025 -3.894217
C 5.122368 1.541793 -3.319982
C 4.295599 0.494631 -2.936223
C 2.924927 0.590386 -3.120960
C -0.313702 3.557289 -3.987879
C 0.308341 4.570575 -3.260656
C -0.226577 5.848701 -3.208021
C -1.393380 6.145198 -3.897537
C -2.022243 5.151648 -4.634812
C -1.491318 3.870983 -4.669393
H 0.041500 3.061484 -6.763766
H 0.092446 2.257049 -9.096362
H 0.350509 -0.164389 -9.568371
H 0.591798 -1.753377 -7.696670
H 0.574305 -0.947424 -5.374918
H 2.774940 3.664004 -4.525557
H 5.209661 3.490266 -4.208413
H 6.193175 1.470556 -3.177505
H 4.722309 -0.399658 -2.496747
H 2.277142 -0.227029 -2.815966
H 1.225452 4.350362 -2.730307
H 0.273435 6.616637 -2.629874
H -1.809477 7.144006 -3.859801
H -2.922116 5.381072 -5.192917
H -1.992989 3.105746 -5.252632
Cl -1.768548 -7.323828 4.150136
C -0.270526 -6.541717 3.772947
C -0.045958 -5.237056 4.188538
C 1.153250 -4.629288 3.870692
C 2.138996 -5.271265 3.128975
C 3.435896 -4.583027 2.770602
C 3.500215 -4.220590 1.257562
N 2.328422 -3.569959 0.673181
C 1.153116 -4.215729 0.383335
C 0.319226 -3.283044 -0.138008
N 0.945663 -2.064299 -0.200171
C 2.164513 -2.269520 0.273335
O 3.725413 -3.543977 3.660089
C 3.306988 -2.230491 3.358763
C 3.394543 -1.428919 4.603031
C 4.572872 -1.074269 5.189212
Cl 6.142429 -1.484881 4.636110
S 4.339803 -0.087611 6.579324
C 2.633213 -0.144773 6.364852
C 2.284752 -0.887928 5.292017
C 1.886652 -6.597017 2.759327
Cl 3.086837 -7.516332 1.892829
C 0.700177 -7.234475 3.071232
H -0.802059 -4.712444 4.755521
H 1.339614 -3.624941 4.227139
H 4.254499 -5.291819 2.920354
H 3.658187 -5.156126 0.724469
H 4.362944 -3.575084 1.099100
H 1.002520 -5.260032 0.592398
H -0.689740 -3.410130 -0.488147
H 2.923420 -1.508209 0.370413
H 2.281661 -2.201107 2.979550
H 3.966245 -1.793185 2.599698
H 1.991867 0.401479 7.032602
H 1.258414 -1.015418 4.972093
H 0.535125 -8.259809 2.772005
C -3.013903 -0.882022 -4.910816
N -2.796818 -0.631675 -3.495029
C -2.084953 0.603588 -3.166264
C -2.908233 -1.617065 -2.562666
N -2.176068 -1.623873 -1.508198
N -3.886688 -2.591855 -2.855200
C -5.253890 -2.091140 -2.923401
C -3.783870 -3.835065 -2.118476
H -2.061068 -0.864328 -5.449146
H -3.653489 -0.103220 -5.335112
H -3.480418 -1.850780 -5.052853
H -2.265188 1.258225 -4.023998
H -0.277655 -0.539249 -3.302002
H -2.597267 1.060279 -2.313265
H -2.440172 -2.356044 -0.861584
H -5.265161 -1.089139 -3.344865
H -5.712149 -2.051977 -1.926399
H -5.855221 -2.745922 -3.557647
H -2.757385 -4.198861 -2.155795
H -4.424536 -4.575039 -2.599846
H -4.097612 -3.741580 -1.068691

Forces on the atoms, in the same order (eV/Å):
0.03 0.43 0.71
0.03 -0.14 -0.31
-0.48 0.54 0.08
0.05 -0.50 -0.14
0.19 0.06 -0.02
0.30 0.10 0.10
-0.14 -0.27 -0.42
-0.11 0.04 0.25
0.10 0.08 0.24
0.20 -0.12 -0.28
-0.18 0.01 0.25
-0.36 -0.05 -0.14
0.16 -0.06 -0.22
0.21 -0.12 0.49
0.04 -0.15 -0.31
0.06 0.02 -0.20
0.06 0.11 0.03
-0.10 0.05 0.02
0.09 -0.02 0.06
0.17 -0.17 -0.05
-0.06 -0.01 0.04
-0.12 -0.02 0.12
0.02 -0.01 0.08
-0.02 -0.01 0.04
0.00 -0.01 0.04
0.00 -0.08 0.09
0.02 0.03 -0.06
0.00 -0.01 -0.02
0.00 0.00 -0.02
-0.01 0.03 -0.05
0.02 -0.01 0.03
0.01 0.03 0.00
-0.01 0.01 0.02
-0.15 -0.02 0.06
-0.01 -0.01 -0.01
-0.03 -0.02 0.01
0.02 -0.04 0.08
-0.05 0.00 -0.04
0.07 0.00 -0.04
0.02 0.04 0.02
0.02 0.06 0.03
-0.07 0.00 -0.10
-0.01 0.01 0.06
0.00 -0.02 0.03
0.07 -0.03 -0.08
0.02 0.02 -0.05
-0.02 0.00 -0.04
0.06 0.05 -0.01
-0.02 0.00 -0.01
-0.04 0.03 0.00
0.05 -0.01 -0.03
0.27 0.41 -0.45
-0.16 -0.20 0.14
0.09 0.07 0.06
-0.01 0.01 0.15
0.00 -0.02 -0.14
-0.05 -0.03 0.08
0.01 -0.06 -0.08
-0.03 0.03 0.07
-0.18 -0.14 -0.08
-0.11 -0.03 0.00
0.14 0.03 -0.01
-0.09 -0.01 -0.01
0.09 -0.05 0.02
-0.14 0.06 0.02
0.06 -0.19 0.11
0.05 -0.12 -0.11
0.02 0.12 -0.02
0.05 -0.04 0.03
-0.05 0.06 -0.03
0.06 -0.09 -0.04
0.01 0.00 -0.07
-0.02 0.01 0.01
0.01 0.05 -0.02
0.02 0.01 0.01
-0.02 -0.01 -0.02
0.02 0.00 -0.01
-0.02 0.01 0.02
0.00 0.01 0.00
0.00 0.01 0.01
0.06 -0.02 0.05
-0.03 0.06 0.05
-0.02 -0.01 0.01
0.00 0.00 -0.01
-0.03 -0.03 0.04
-0.02 0.05 -0.03
-0.05 -0.05 0.01
0.16 0.25 0.02
-0.17 -0.24 -0.03
0.17 0.20 -0.01
-0.16 -0.58 0.04
-0.10 0.14 -0.46
0.03 0.21 0.22
0.13 0.36 -0.12
-0.16 -0.12 0.10
-0.18 0.06 -0.20
0.56 -0.09 0.07
-0.54 -0.28 0.18
0.20 -0.32 0.26
-0.11 0.26 -0.24
0.43 0.15 -0.05
-0.25 0.16 0.22
0.14 -0.02 -0.04
-0.18 -0.15 -0.25
0.28 0.13 0.32
-0.41 0.04 0.00
0.02 0.42 0.18
0.03 -0.06 -0.05
-0.13 -0.16 -0.05
0.01 0.03 -0.01
-0.04 -0.04 -0.01
-0.05 -0.09 -0.08
0.06 0.07 -0.10
0.04 -0.03 -0.06
0.04 -0.01 -0.02
0.05 -0.03 0.01
0.03 -0.06 0.06
-0.01 0.02 -0.04
-0.01 -0.02 -0.08
-0.13 0.13 0.02
0.00 0.09 -0.03
0.01 0.00 0.00
0.05 0.08 0.10
-0.19 0.03 -0.01
0.17 -0.11 0.16
-0.13 -0.14 -0.14
0.53 -0.09 0.07
0.20 0.03 0.05
-0.03 -0.04 -0.06
-0.02 0.02 -0.06
-0.03 0.01 -0.01
-0.03 -0.04 -0.02
-0.02 -0.02 -0.02
-0.13 0.03 0.04
0.04 -0.02 0.06
0.01 0.01 -0.02
-0.24 0.09 -0.01
0.02 -0.01 -0.02
0.00 0.02 -0.01
-0.02 0.01 0.02
-0.01 -0.02 0.03
-0.01 -0.01 0.03
0.01 -0.01 -0.01

***

# 4
Entry from the Open Molecules 2025 dataset: an isolated molecule of C3H4F2O (ωB97M-V with the def2-TZVPD basis set).

Kohn-Sham gap (eV): 11.02
Energy relative to the best compared isomer or geometry (same formula, charge and spin) (eV): 1.6211
Calculated total energy (eV): -10656.3383
SMILES: C=CC(O)(F)F
HOMO (eV): -10.42

Geometry (Å):
C -1.740431 -0.564757 -0.084518
C -0.777110 0.238567 0.271246
C 1.024959 0.063462 0.052683
O 1.475987 1.265034 -0.298378
F 1.219682 -0.934138 -0.899842
F 1.447102 -0.561360 1.192514
H -2.763579 -0.509660 0.306528
H -1.553381 -1.524729 -0.440912
H -0.734716 1.274357 0.664366
H 2.401485 1.253220 -0.763688

Forces on the atoms, in the same order (eV/Å):
-0.82 -0.01 1.61
5.03 2.19 -0.18
-5.62 -2.81 -0.63
2.83 -0.11 -0.73
0.43 1.17 0.14
0.72 1.37 -0.21
0.26 0.82 -0.49
0.68 -1.44 -0.96
-1.17 -0.86 0.09
-2.34 -0.33 1.37

***

Question: What is the formula in the fourth record?
Answer: C3H4F2O

***

Question: calculated total energy of number 4 (C3H4F2O)?
Answer: -10656.3383 eV

***

Question: Which formula does entry 2 have?
Answer: C14H26AsO3PPdS

***

Question: Among the records above, which one has the highest HOMO?
Answer: C14H26AsO3PPdS